# 1
Entry from OMol25: a molecular structure, C16H16Cl2MnN3O4 (ωB97M-V/def2-TZVPD).

Its spin multiplicity is 2. As for the net charge: +1. The calculation puts the frontier orbital gap (alpha / beta) at 5.90 / 6.64 eV. The LUMO energy (alpha / beta) comes out at -0.2005 / -0.1735 hartree.

```
42
Properties=species:S:1:pos:R:3:nbo_charge:R:1
Mn -0.623 -0.872 1.593 1.122
N -1.639 0.121 3.028 -0.586
N -2.897 -0.512 3.140 -0.497
C -3.238 -1.373 2.101 0.861
O -4.318 -1.838 1.940 -0.517
O -2.160 -1.644 1.310 -0.590
H -1.171 0.110 3.932 0.404
H -1.708 1.097 2.711 0.432
H -3.642 -0.006 3.596 0.421
Cl 0.333 -1.823 -0.347 0.143
C -0.775 -1.075 -1.510 -0.017
C -1.809 -1.916 -1.904 -0.220
C -2.778 -1.458 -2.770 -0.211
C -2.700 -0.151 -3.230 -0.182
C -1.662 0.662 -2.836 -0.056
Cl -1.618 2.287 -3.446 0.033
C -0.634 0.241 -1.959 0.094
N 0.324 1.164 -1.580 -0.641
C 1.696 0.871 -1.326 0.213
C 2.399 0.025 -2.176 -0.245
C 3.743 -0.225 -1.959 -0.188
C 4.392 0.388 -0.896 -0.199
C 3.687 1.236 -0.054 -0.185
C 2.333 1.485 -0.245 -0.060
C 1.611 2.410 0.711 -0.538
C 0.301 1.884 1.248 0.839
O -0.588 2.512 1.753 -0.570
O 0.225 0.530 1.114 -0.620
H -1.848 -2.921 -1.509 0.245
H -3.587 -2.105 -3.076 0.243
H -3.444 0.246 -3.907 0.247
H 0.173 2.064 -2.017 0.418
H 1.887 -0.426 -3.017 0.227
H 4.283 -0.881 -2.627 0.231
H 5.444 0.211 -0.721 0.231
H 4.200 1.711 0.774 0.218
H 1.412 3.400 0.296 0.265
H 2.244 2.574 1.588 0.263
C 0.421 -1.873 2.895 -0.715
H 1.158 -2.494 2.392 0.226
H -0.318 -2.478 3.423 0.240
H 0.891 -1.158 3.570 0.221
```



# 2
Entry from OMol25: C16H16Cl2N2O4S2 in the gas phase in a non-equilibrium geometry (ωB97M-V/def2-TZVPD).

As for the energy above the lowest of the compared OMol25 structures with the same formula, charge and spin: 6.1 kcal per mole. As for the SMILES: O=C(NCc1cccs1)c1cc(S(=O)(=O)N2CCOCC2)c(Cl)cc1Cl. The calculation puts the frontier orbital gap at 9.17 eV. The LUMO energy comes out at -0.0008 hartree.

```
42
Properties=species:S:1:pos:R:3:nbo_charge:R:1
O -2.152 -3.266 -0.662 -0.591
C -1.566 -2.325 -0.178 0.663
N -2.152 -1.392 0.604 -0.598
C -3.593 -1.290 0.741 -0.264
C -4.116 -0.149 -0.068 -0.208
C -4.894 -0.182 -1.181 -0.238
C -5.145 1.102 -1.719 -0.250
C -4.543 2.091 -1.015 -0.398
S -3.661 1.482 0.329 0.394
C -0.096 -2.075 -0.385 -0.176
C 0.337 -0.818 -0.785 -0.118
C 1.671 -0.558 -1.037 -0.391
S 2.074 1.146 -1.505 2.348
O 0.849 1.723 -1.967 -0.939
O 3.223 1.159 -2.350 -0.920
N 2.469 1.942 -0.112 -0.680
C 3.764 1.748 0.498 -0.262
C 3.673 0.777 1.681 -0.085
O 2.676 1.181 2.597 -0.522
C 1.409 1.254 1.985 -0.085
C 1.420 2.259 0.828 -0.261
C 2.604 -1.577 -0.909 -0.006
Cl 4.263 -1.295 -1.228 0.063
C 2.195 -2.847 -0.520 -0.250
C 0.854 -3.093 -0.259 0.022
Cl 0.380 -4.658 0.246 0.068
H -1.614 -0.601 0.924 0.396
H -4.014 -2.230 0.376 0.255
H -3.840 -1.164 1.801 0.212
H -5.278 -1.092 -1.604 0.230
H -5.744 1.275 -2.594 0.228
H -4.555 3.147 -1.195 0.239
H -0.363 -0.013 -0.951 0.251
H 4.440 1.379 -0.271 0.245
H 4.120 2.721 0.854 0.206
H 4.609 0.767 2.242 0.204
H 3.454 -0.240 1.323 0.164
H 0.715 1.571 2.766 0.201
H 1.116 0.257 1.616 0.160
H 0.479 2.261 0.280 0.238
H 1.609 3.262 1.224 0.209
H 2.919 -3.639 -0.422 0.249
```



# 3
Entry from OMol25: a molecular structure, C16H16ClN3O2S in a non-equilibrium geometry (ωB97M-V/def2-TZVPD).

As for the energy above the lowest of the compared OMol25 structures with the same formula, charge and spin: 310.1 kcal per mole. The calculation puts the frontier orbital gap at 7.40 eV. The LUMO energy comes out at -0.0296 hartree.

```
39
Properties=species:S:1:pos:R:3:nbo_charge:R:1
C 1.558 2.340 1.624 -0.627
C 1.305 1.787 0.185 -0.067
C 0.007 2.017 -0.300 -0.226
C -0.456 1.429 -1.551 -0.006
C 0.454 0.711 -2.517 -0.205
C 1.671 0.661 -1.861 -0.169
C 2.000 1.040 -0.470 0.187
O 3.392 1.023 -0.388 -0.509
C 3.632 0.080 0.651 -0.090
H 4.809 0.041 0.856 0.229
H 3.154 0.533 1.715 0.178
C 3.151 -1.277 0.283 -0.297
N 1.847 -1.693 0.348 -0.574
C 1.083 -1.876 -0.496 0.446
S 1.602 -2.704 -2.034 -0.401
N -0.383 -1.847 -0.273 -0.590
C -0.952 -1.265 0.605 0.654
O -0.475 -0.690 1.620 -0.674
C -2.338 -0.827 0.257 -0.184
C -3.231 -0.350 1.481 -0.038
C -4.604 -0.206 1.095 -0.282
C -5.231 -0.464 0.120 0.035
N -4.410 -0.939 -0.979 -0.408
C -3.172 -1.177 -0.697 0.089
H -2.600 -1.434 -1.990 0.128
H -6.087 -0.419 -0.239 0.203
H -5.158 0.029 1.969 0.209
H -2.670 0.015 2.259 0.236
H -0.906 -2.237 -1.069 0.458
H 1.364 -1.105 1.305 0.453
H 3.580 -1.513 -0.682 0.266
H 3.700 -2.094 0.958 0.223
H 2.507 0.339 -2.523 0.240
H 0.129 0.420 -3.371 0.220
Cl -2.192 1.547 -2.043 -0.028
H -0.850 2.599 0.394 0.241
H 0.963 3.250 1.566 0.225
H 1.258 1.635 2.582 0.241
H 2.549 2.621 1.608 0.215
```



# 4
Entry from OMol25: a molecular structure, C16H16ClN3O6OsP2Se in a non-equilibrium geometry (ωB97M-V/def2-TZVPD).

Its spin multiplicity is 5. The calculation puts the frontier orbital gap (alpha / beta) at 8.20 / 6.82 eV. The LUMO energy (alpha / beta) comes out at 0.0039 / -0.0502 hartree.

```
46
Properties=species:S:1:pos:R:3:nbo_charge:R:1
Os -0.641 -0.452 0.880 1.032
N 1.667 -2.637 4.155 -0.735
C 2.099 -1.492 3.310 -0.632
C 3.528 -1.117 3.611 -0.635
P 0.902 -0.175 3.862 2.386
O 1.808 1.153 3.934 -0.986
O 0.549 -0.670 5.233 -1.119
O -0.228 0.058 2.908 -1.121
P 1.924 -1.917 1.510 2.358
O 0.471 -2.767 1.679 -1.031
O 2.971 -2.863 1.107 -1.101
O 1.614 -0.670 0.736 -1.118
H 1.111 -2.078 4.932 0.481
H 2.445 -3.187 4.520 0.424
H 1.027 -3.229 3.606 0.454
H 3.647 -0.843 4.660 0.225
H 3.802 -0.261 2.998 0.257
H 4.195 -1.940 3.351 0.237
H 1.415 1.773 4.549 0.513
H 0.486 -3.503 1.059 0.524
N -1.634 -1.397 -8.953 -0.302
C -1.525 -1.216 -7.826 0.259
C -1.392 -1.010 -6.436 -0.125
C -0.126 -1.065 -5.844 -0.164
C 0.004 -0.910 -4.482 -0.180
C -1.130 -0.700 -3.687 -0.119
C -2.392 -0.614 -4.289 -0.177
C -2.523 -0.764 -5.651 -0.177
C -1.007 -0.599 -2.287 0.021
C -0.896 -0.567 -1.071 -0.318
H 0.744 -1.233 -6.461 0.227
H 0.975 -0.956 -4.012 0.231
H -3.254 -0.433 -3.664 0.228
H -3.494 -0.697 -6.120 0.228
Cl 1.067 5.371 0.663 0.031
C -0.268 4.285 0.648 -0.075
C -1.570 4.762 0.533 -0.177
C -2.607 3.844 0.536 -0.235
C -2.307 2.497 0.636 0.052
N -1.057 2.055 0.735 -0.445
C -0.054 2.915 0.748 0.029
H -1.760 5.818 0.445 0.234
H -3.631 4.169 0.459 0.231
H -3.084 1.742 0.638 0.226
H 0.949 2.513 0.836 0.222
Se -2.820 -0.987 1.306 -0.140
```



# 5
Entry from OMol25: a molecular structure, C16H16CoN4O3 in a non-equilibrium geometry (ωB97M-V/def2-TZVPD).

Its spin multiplicity is 4. As for the net charge: +2. As for the energy above the lowest of the compared OMol25 structures with the same formula, charge and spin: 0.0 kcal per mole. The calculation puts the frontier orbital gap (alpha / beta) at 8.22 / 7.81 eV. The LUMO energy (alpha / beta) comes out at -0.2422 / -0.2575 hartree.

```
40
Properties=species:S:1:pos:R:3:nbo_charge:R:1
Co 0.971 0.147 -0.062 1.529
O 0.107 1.757 -1.033 -0.733
C -0.976 2.389 -0.932 0.720
O -1.121 0.082 1.040 -0.659
C -1.958 0.984 0.890 0.923
O -3.066 0.960 1.620 -0.413
N -1.943 2.086 0.028 -0.460
C -3.884 2.126 1.272 -0.094
C -3.237 2.792 0.102 -0.245
H -3.901 2.789 2.139 0.225
H -4.884 1.761 1.039 0.237
H -3.064 3.855 0.254 0.238
H -3.799 2.632 -0.821 0.234
C -1.251 3.460 -1.855 -0.379
C -0.739 3.426 -3.108 -0.169
H -1.863 4.289 -1.493 0.248
H -0.145 2.582 -3.458 0.221
H -0.962 4.243 -3.790 0.241
N 2.331 -2.590 0.314 -0.562
C 2.423 -1.755 1.426 0.419
C 3.128 -2.194 2.554 -0.252
C 3.167 -1.397 3.690 -0.082
C 2.474 -0.177 3.682 -0.243
C 1.794 0.219 2.542 0.063
N 1.821 -0.544 1.404 -0.653
C 1.492 -2.542 -0.795 0.414
C 1.405 -3.669 -1.623 -0.251
C 0.541 -3.654 -2.712 -0.085
C -0.232 -2.505 -2.939 -0.247
C -0.107 -1.416 -2.099 0.060
N 0.782 -1.420 -1.053 -0.647
H 2.829 -3.468 0.418 0.431
H 3.619 -3.167 2.496 0.247
H 3.719 -1.708 4.573 0.262
H 2.456 0.474 4.554 0.261
H 1.209 1.136 2.470 0.220
H 2.022 -4.530 -1.372 0.246
H 0.461 -4.509 -3.375 0.261
H -0.932 -2.444 -3.772 0.258
H -0.685 -0.499 -2.216 0.216
```